{
  "formula": "C45H54BaN7O4S3",
  "method": "ωB97M-V/def2-TZVPD",
  "symbols": ["Ba", "N", "C", "C", "O", "O", "H", "H", "H", "H", "S", "C", "N", "N", "C", "C", "C", "C", "C", "C", "N", "N", "C", "C", "C", "C", "C", "C", "H", "H", "H", "H", "H", "H", "H", "H", "H", "H", "H", "O", "S", "C", "C", "C", "C", "S", "O", "C", "C", "C", "C", "C", "C", "C", "C", "C", "C", "C", "C", "H", "H", "H", "H", "H", "H", "H", "H", "H", "H", "H", "H", "H", "H", "H", "H", "H", "H", "C", "N", "C", "C", "C", "N", "C", "C", "H", "H", "H", "H", "H", "H", "H", "H", "H", "H", "H", "H", "H", "H", "H", "H", "C", "C", "C", "C", "C", "C", "C", "C", "H", "H", "H", "H", "H"],
  "coordinates": [[-0.46293, 0.21788, -0.70172], [-1.94856, -3.01577, 0.51160], [-2.99617, -3.09436, -0.51086], [-2.80348, -1.96796, -1.53487], [-2.83740, -2.24914, -2.73308], [-2.55956, -0.81399, -1.04329], [-2.15833, -3.60038, 1.30988], [-1.87087, -2.06474, 0.86117], [-4.02196, -3.03926, -0.12340], [-2.89708, -4.03443, -1.05415], [-1.14930, 3.04404, -2.03362], [-2.34615, 3.93064, -1.20230], [-2.45153, 5.21005, -1.19008], [-3.55599, 5.65419, -0.36979], [-4.75984, 5.90596, -1.04279], [-5.69717, 6.76575, -0.45767], [-6.92480, 6.98594, -1.05489], [-7.25328, 6.35451, -2.24978], [-6.32529, 5.50269, -2.83001], [-5.08792, 5.27373, -2.24209], [-3.38652, 3.15197, -0.54297], [-2.95698, 2.45702, 0.37008], [-3.98582, 1.71206, 1.05079], [-3.55328, 0.74609, 1.94258], [-4.48651, -0.02054, 2.62856], [-5.84186, 0.19778, 2.43338], [-6.26673, 1.18920, 1.55296], [-5.34347, 1.95229, 0.85858], [-3.23598, 6.47842, 0.11533], [-5.45251, 7.25135, 0.48130], [-7.63109, 7.65710, -0.58013], [-8.21671, 6.52140, -2.71477], [-6.55989, 4.99998, -3.76097], [-4.37526, 4.60856, -2.70668], [-2.49083, 0.58916, 2.09525], [-4.14422, -0.78554, 3.31527], [-6.57115, -0.39798, 2.97001], [-7.32550, 1.36885, 1.41012], [-5.65330, 2.72928, 0.17166], [0.77984, -1.63708, -2.45904], [0.31736, -2.88414, -3.14633], [0.70893, -4.28792, -2.07748], [2.13905, -4.50277, -1.60564], [2.67313, -3.44848, -0.64230], [1.91287, -3.33846, 0.67166], [2.51078, -1.90412, 1.62257], [2.67446, -0.83017, 0.60210], [4.17453, -2.53038, 1.92623], [4.37268, -3.52968, 2.86991], [5.65780, -3.98120, 3.12807], [6.73845, -3.42087, 2.45643], [6.53160, -2.40911, 1.52943], [5.24504, -1.95720, 1.26206], [1.49024, -3.16549, -4.46775], [1.34300, -4.28945, -5.27359], [2.21653, -4.48677, -6.33005], [3.22039, -3.55831, -6.58568], [3.34531, -2.43213, -5.78710], [2.47637, -2.22906, -4.72082], [0.32793, -5.16456, -2.60759], [0.01505, -4.11774, -1.24504], [2.80291, -4.54781, -2.47401], [2.17432, -5.49553, -1.14460], [2.64766, -2.47160, -1.12356], [3.72289, -3.67055, -0.43654], [2.01051, -4.22153, 1.30917], [0.84609, -3.12861, 0.53804], [3.52734, -3.94699, 3.40745], [5.81836, -4.76191, 3.86106], [7.74260, -3.76769, 2.66590], [7.37417, -1.96689, 1.01194], [5.04917, -1.16874, 0.54494], [0.54303, -4.99643, -5.08493], [2.10914, -5.35974, -6.96126], [3.89809, -3.71071, -7.41632], [4.11928, -1.70277, -5.99133], [2.55096, -1.35347, -4.08864], [3.16247, 0.87889, -1.94769], [2.03669, 1.80108, -2.01891], [1.75642, 2.06446, -3.42577], [2.32529, 3.06377, -1.34126], [2.62572, 2.93766, 0.14226], [1.53311, 2.40938, 0.94586], [2.04185, 2.00982, 2.25196], [0.48433, 3.40680, 1.13884], [4.06889, 1.32135, -2.40286], [2.91374, -0.03640, -2.48564], [3.37717, 0.59871, -0.92208], [2.65735, 2.43089, -3.94906], [0.96814, 2.80799, -3.52315], [1.42523, 1.14463, -3.91559], [1.47463, 3.72662, -1.50579], [3.20798, 3.53762, -1.81256], [2.92374, 3.93936, 0.50552], [3.49574, 2.29339, 0.28794], [2.46847, 2.87484, 2.79238], [2.81427, 1.25115, 2.13056], [1.23294, 1.58042, 2.84129], [0.86559, 4.27888, 1.70064], [-0.33551, 2.95878, 1.70264], [0.08765, 3.74544, 0.18360], [-0.28522, -0.31363, 2.01167], [-0.18378, -0.57379, 3.20978], [-0.07269, -0.86480, 4.60807], [-0.66032, -0.02985, 5.56758], [-0.55025, -0.31245, 6.92021], [0.14932, -1.43184, 7.35288], [0.74034, -2.26719, 6.41345], [0.63199, -1.98826, 5.06029], [-1.20464, 0.84321, 5.23034], [-1.01439, 0.34799, 7.64311], [0.23340, -1.65036, 8.41026], [1.28981, -3.14322, 6.73818], [1.09189, -2.63711, 4.32505]],
  "mulliken_charge": [0.770, -0.177, -0.588, 0.419, -0.738, -0.679, 0.210, -0.095, 0.369, 0.303, -0.523, 0.269, -0.707, 0.002, 0.472, -0.561, -0.403, -0.526, -0.681, -0.138, 0.014, 0.214, -0.327, 0.446, -0.601, -0.496, -0.584, -0.537, 0.291, 0.313, 0.350, 0.364, 0.358, 0.380, 0.185, 0.461, 0.368, 0.376, 0.504, -0.025, 0.299, -0.856, -1.104, 0.287, 0.160, 0.423, -0.330, 0.222, -0.528, -0.752, -0.480, -0.723, 0.030, 0.231, -0.550, -0.627, -0.460, -0.648, -0.147, 0.648, 0.374, 0.375, 0.439, -0.275, 0.388, 0.621, -0.350, 0.339, 0.389, 0.366, 0.417, 0.268, 0.383, 0.381, 0.376, 0.436, 0.065, 0.572, 1.342, -1.154, -1.073, -1.209, 1.558, -1.036, -1.038, 0.343, -1.050, -0.192, 0.348, 0.411, 0.165, 0.325, 0.333, 0.424, 0.354, 0.354, -0.053, 0.251, 0.296, 0.123, 0.124, -0.265, -0.564, 0.332, -0.395, -0.630, -0.379, -0.677, -0.094, 0.490, 0.366, 0.371, 0.369, 0.419],
  "fmax_ha_per_bohr": 0.036,
  "molar_mass_g_mol": 990.5,
  "multiplicity": 1,
  "charge": -1,
  "homo_lumo_gap_ev": 6.58,
  "homo_ev": -4.76,
  "e_above_lowest_kj_mol": 111.3,
  "energy_ha": -3651.4719
}

{
  "formula": "C45H54BrCsF6N6O3PSi",
  "method": "ωB97M-V/def2-TZVPD",
  "symbols": ["Cs", "O", "C", "C", "C", "C", "C", "C", "C", "O", "N", "N", "C", "C", "Br", "C", "C", "C", "C", "C", "C", "C", "H", "H", "H", "H", "H", "H", "H", "H", "H", "H", "H", "H", "H", "H", "C", "Si", "C", "N", "C", "C", "C", "C", "C", "C", "C", "C", "C", "C", "C", "C", "C", "C", "C", "C", "C", "H", "H", "H", "H", "H", "H", "H", "H", "H", "H", "H", "H", "H", "H", "H", "H", "H", "H", "H", "H", "H", "H", "H", "H", "C", "N", "C", "N", "C", "N", "C", "P", "C", "C", "H", "H", "H", "H", "H", "H", "H", "H", "H", "H", "H", "H", "H", "C", "C", "O", "C", "F", "F", "F", "C", "F", "F", "F", "H", "H", "H"],
  "coordinates": [[0.21717, -25.63116, -8.02422], [1.94731, -29.33724, -5.50508], [1.87569, -28.96141, -4.31096], [1.33475, -29.87705, -3.28175], [1.31414, -29.47854, -1.98398], [1.84544, -28.26781, -1.58791], [2.35897, -27.42265, -2.50058], [2.23399, -27.59710, -3.87932], [2.62552, -26.66409, -5.04397], [1.93575, -27.00737, -6.16553], [2.41891, -25.25045, -4.68492], [2.17838, -24.33789, -5.78028], [3.16403, -23.94452, -6.52192], [2.83485, -22.89460, -7.49649], [1.15788, -21.92203, -7.36718], [3.57435, -22.46151, -8.56100], [4.98189, -22.72888, -8.85316], [6.02629, -22.85109, -7.94835], [7.32636, -23.01358, -8.36145], [7.67781, -23.24539, -9.68744], [6.59924, -23.28716, -10.64626], [5.32253, -22.85031, -10.23793], [1.85993, -28.07758, -6.16931], [1.00218, -30.85774, -3.63840], [0.91187, -30.22000, -1.32397], [1.79070, -28.03652, -0.51075], [2.89593, -26.58730, -2.06530], [3.77125, -26.68537, -5.24140], [1.62610, -25.21118, -4.03916], [4.22089, -24.25836, -6.33554], [3.04972, -21.82070, -9.31150], [5.81715, -22.75932, -6.89686], [8.07688, -22.87166, -7.60264], [8.68307, -23.31023, -10.05093], [6.84365, -23.56146, -11.66782], [4.53549, -22.76147, -10.98034], [-5.15806, -24.03092, 0.99767], [-5.37222, -22.22431, 1.61261], [-6.76754, -21.41539, 0.54742], [-6.47736, -20.37482, -0.38283], [-6.63250, -20.62612, -1.83662], [-6.49575, -19.34237, -2.57345], [-5.12751, -18.69715, -2.17748], [-5.30851, -18.13539, -0.76595], [-6.33067, -19.01145, 0.10834], [-5.71393, -22.26834, 3.44010], [-5.47947, -23.38451, 4.30043], [-5.74313, -23.29000, 5.66350], [-6.33093, -22.18769, 6.23376], [-6.72103, -21.14491, 5.44246], [-6.37839, -21.15291, 4.10004], [-3.72297, -21.26608, 1.62543], [-3.42757, -20.47275, 2.77306], [-2.28557, -19.70612, 2.74247], [-1.35132, -19.82403, 1.69726], [-1.75723, -20.48548, 0.50676], [-2.89775, -21.30712, 0.53253], [-4.49735, -24.46240, 1.79472], [-4.51089, -24.14731, 0.09143], [-7.59943, -21.29539, 1.22592], [-6.98783, -22.38008, 0.01813], [-7.60272, -21.20803, -2.08697], [-5.84129, -21.35373, -2.06831], [-7.27231, -18.71849, -2.22814], [-6.61325, -19.38401, -3.64982], [-4.82807, -17.91517, -2.91146], [-4.30463, -19.47121, -2.26536], [-5.70224, -17.12109, -0.81509], [-4.29632, -18.12809, -0.29805], [-7.36487, -18.54061, 0.29227], [-5.84742, -19.04428, 1.12994], [-5.10808, -24.31762, 3.87455], [-5.32698, -23.96592, 6.38028], [-6.66619, -22.12352, 7.27527], [-7.29353, -20.30563, 5.87518], [-6.54104, -20.20210, 3.63435], [-4.00764, -20.31491, 3.67301], [-2.16037, -18.93322, 3.51283], [-0.38981, -19.35982, 1.83380], [-1.25317, -20.34377, -0.43694], [-3.19902, -21.86216, -0.33575], [-8.09790, -27.13940, -1.12725], [-8.36147, -25.72116, -1.21898], [-9.38983, -25.42416, -0.19518], [-9.07450, -25.74674, 1.18978], [-8.67941, -27.18804, 1.19884], [-7.70499, -27.68257, 0.18707], [-6.34924, -27.12175, 0.58623], [-6.49373, -25.24802, 0.65508], [-7.13912, -24.91324, -1.02889], [-8.00694, -24.90427, 1.73763], [-7.34239, -27.46370, -1.87788], [-8.98782, -27.71652, -1.43767], [-3.36884, -27.40352, -7.84695], [-10.32567, -25.88723, -0.43723], [-9.59205, -24.33726, -0.30541], [-9.57191, -27.77392, 1.13718], [-8.14761, -27.43683, 2.11908], [-5.53392, -27.51599, -0.09429], [-6.03459, -27.47748, 1.56172], [-6.45608, -25.18336, -1.79296], [-7.40999, -23.83775, -1.18812], [-8.26802, -23.84904, 1.73586], [-7.82313, -25.20172, 2.76697], [-5.36023, -25.48431, -9.51843], [-4.52066, -25.84637, -8.28424], [-3.50961, -26.78798, -8.57541], [-5.50104, -26.48961, -7.27185], [-4.84279, -26.84731, -6.09521], [-5.94777, -27.62981, -7.82155], [-6.50489, -25.68050, -6.89022], [-3.77306, -24.54301, -7.81007], [-3.16031, -24.09538, -8.96664], [-2.73638, -24.85257, -6.96684], [-4.51325, -23.55499, -7.25076], [-5.94945, -26.33384, -9.89265], [-4.73917, -25.11405, -10.36931], [-6.07213, -24.67946, -9.23367]],
  "mulliken_charge": [0.969, -0.899, 0.436, -0.709, -0.229, -0.657, -0.151, -0.320, 0.280, -0.503, -0.413, -0.394, -0.276, 0.381, -0.196, -1.025, 0.835, -0.426, -0.374, -0.534, -0.481, -0.587, 0.280, 0.344, 0.339, 0.292, 0.420, 0.098, 0.302, 0.194, 0.241, 0.392, 0.335, 0.365, 0.354, 0.316, -0.550, 0.002, 0.586, 0.567, -0.240, -1.234, -0.504, -0.806, -0.360, 0.521, -0.314, -0.724, -0.457, -0.667, -0.105, 0.678, -0.343, -0.540, -0.703, -0.592, -0.462, 0.462, 0.428, 0.583, -1.421, 0.194, 0.315, 0.443, 0.395, 0.356, 0.225, 0.394, 0.289, 0.290, 0.125, 0.250, 0.355, 0.319, 0.367, 0.383, 0.275, 0.355, 0.407, 0.421, 0.374, -0.833, -0.009, -0.940, 0.000, -0.977, -0.044, -1.147, 0.635, -0.620, -0.504, 0.402, 0.312, 0.387, 0.269, 0.402, 0.311, 0.487, 0.317, 0.380, 0.573, -0.054, 0.383, 0.324, -1.606, 0.836, -0.540, 0.551, -0.248, -0.228, -0.241, 0.650, -0.270, -0.234, -0.239, 0.413, 0.370, 0.396],
  "fmax_ha_per_bohr": 0.063,
  "molar_mass_g_mol": 1112.8,
  "multiplicity": 1,
  "charge": -1,
  "homo_lumo_gap_ev": [3.35, 2.90],
  "homo_ev": [-2.06, -1.60],
  "e_above_lowest_kj_mol": 329.1,
  "energy_ha": -6125.3569
}